Record 1
# C21H26N4O5S

C21H26N4O5S in the gas phase (wB97M-V/def2-TZVPD, OMol25).

```
57
Properties=species:S:1:pos:R:3
C -4.2088 6.2579 2.7792
C -2.8379 5.7457 2.5015
C -2.5851 4.7944 1.5046
N -1.3752 4.3326 1.2663
C -0.3803 4.8145 2.0154
C 0.9867 4.2831 1.7621
O 1.8673 4.2381 2.5798
O 1.0873 3.8612 0.4968
C 2.2366 3.1249 0.1117
C 1.8520 1.7393 -0.4302
O 2.7012 0.9240 -0.7034
N 0.5147 1.5746 -0.5471
C -0.1747 0.4417 -0.9865
C -1.5285 0.3250 -0.6733
C -2.2370 -0.7861 -1.0784
C -1.6387 -1.8220 -1.7991
C -2.4597 -3.0132 -2.1792
C -0.2949 -1.6774 -2.1180
S 0.7238 -2.8895 -2.9880
O -0.0971 -3.8221 -3.7128
O 1.7158 -2.1632 -3.7231
N 1.4708 -3.6974 -1.7617
C 2.8008 -3.3426 -1.3424
C 2.8809 -2.4824 -0.0657
C 1.6844 -2.6174 0.8771
C 1.2773 -4.0586 1.1959
C 0.2543 -4.6085 0.2029
C 0.8434 -4.8554 -1.1872
C 0.4287 -0.5653 -1.7273
C -0.6231 5.7592 3.0095
N -1.8409 6.2153 3.2428
H -4.1594 7.0392 3.5316
H -4.6578 6.6522 1.8695
H -4.8425 5.4502 3.1428
H -3.3807 4.3928 0.8911
H 2.9150 3.0058 0.9640
H 2.7593 3.6722 -0.6789
H -0.0631 2.3404 -0.2148
H -2.0167 1.1095 -0.1126
H -3.2855 -0.8655 -0.8302
H -3.4606 -2.7011 -2.4706
H -1.9955 -3.5552 -2.9956
H -2.5571 -3.6881 -1.3279
H 3.2539 -2.8028 -2.1752
H 3.3609 -4.2739 -1.1983
H 2.9757 -1.4298 -0.3336
H 3.7899 -2.7654 0.4689
H 0.8259 -2.0958 0.4486
H 1.9438 -2.1019 1.8049
H 2.1598 -4.7003 1.2139
H 0.8297 -4.0876 2.1925
H -0.5739 -3.9010 0.1259
H -0.1439 -5.5562 0.5727
H 0.0571 -5.1590 -1.8806
H 1.5820 -5.6651 -1.1289
H 1.4619 -0.4965 -2.0203
H 0.1778 6.1522 3.6192
```

Maximum force (eV/A): 1.12
LUMO energy (eV): -0.33
HOMO level (eV): -8.718
Structure (SMILES): Cc1cnc(C(=O)OCC(=O)Nc2ccc(C)c(S(=O)(=O)N3CCCCCC3)c2)cn1
Spin multiplicity: 1
Total charge: 0
Energy relative to the best compared isomer or geometry (same formula, charge and spin) (eV): 2.071
Kohn-Sham gap (eV): 8.385

natural (NBO) population analysis, charges in e, atoms 1 to 4: -0.65 0.20 0.00 -0.36

Record 2
# C36H32Cl2LaN6O4Si

A molecular structure, C36H32Cl2LaN6O4Si (wB97M-V/def2-TZVPD, OMol25).

```
82
Properties=species:S:1:pos:R:3
La -0.2227 -0.0909 -0.0847
O -4.5267 -0.9487 -2.0362
C -3.3505 -1.1127 -1.4538
O -2.9783 -0.4636 -0.5025
C -2.5071 -2.1887 -2.0583
C -2.9707 -3.1303 -2.9419
C -2.0737 -4.1087 -3.3658
C -0.7787 -4.0969 -2.8870
C -0.4070 -3.0995 -1.9968
N -1.2606 -2.1640 -1.6016
C 0.9800 -3.0365 -1.4112
O 1.8236 -3.8143 -1.7986
O 1.0917 -2.1037 -0.5105
H -4.9559 -0.2020 -1.5816
H -3.9951 -3.1034 -3.2854
H -2.3943 -4.8738 -4.0618
H -0.0351 -4.8277 -3.1755
C 3.2641 0.3698 1.1922
N 2.0465 -0.1487 1.8437
C 2.1670 -1.5755 2.1768
C 0.8320 -2.1518 2.5209
N -0.3011 -1.7003 2.0606
C -1.2821 -2.6038 2.5118
C -2.6604 -2.6109 2.3048
C -3.3821 -3.6442 2.8695
C -2.7524 -4.6538 3.6238
C -1.3870 -4.6535 3.8316
C -0.6787 -3.6022 3.2559
N 0.6812 -3.2784 3.2518
C 3.2151 0.0711 -0.2715
N 2.2082 0.4331 -1.0142
C 2.4764 -0.0711 -2.2950
C 1.7047 -0.0155 -3.4572
C 2.2063 -0.6492 -4.5782
C 3.4472 -1.3178 -4.5472
C 4.2131 -1.3735 -3.4012
C 3.6882 -0.7357 -2.2816
N 4.1461 -0.6112 -0.9672
H 4.1825 -0.0119 1.6416
H 3.2684 1.4506 1.3135
H 1.8837 0.3818 2.6908
H 2.8699 -1.7538 2.9928
H 2.5304 -2.0986 1.2907
H -3.1498 -1.8326 1.7290
H -4.4558 -3.6810 2.7341
H -3.3533 -5.4473 4.0507
H -0.9043 -5.4308 4.4121
H 1.4270 -3.8052 3.6730
H 0.7635 0.5240 -3.4868
H 1.6434 -0.6254 -5.5046
H 3.8066 -1.8030 -5.4463
H 5.1586 -1.8998 -3.3794
H 4.9918 -0.9987 -0.5869
Cl -0.7354 3.9400 2.0290
C -1.5656 2.7946 3.0469
Cl -1.0726 1.0898 2.7782
H -2.6302 2.8410 2.8713
H -1.3071 2.9854 4.0776
C -4.8046 4.6346 -0.3966
C -4.3714 3.5439 0.3415
C -3.3152 2.7661 -0.1346
C -2.6689 3.0368 -1.3462
C -3.1311 4.1491 -2.0675
C -4.1795 4.9356 -1.6035
Si -1.2144 1.9797 -1.9877
C 0.1239 3.2214 -2.4856
C 0.7219 4.0598 -1.5341
C 1.7412 4.9447 -1.8713
C 2.2012 5.0064 -3.1833
C 1.6271 4.1882 -4.1481
C 0.5977 3.3135 -3.8022
H -5.6236 5.2461 -0.0368
H -4.8594 3.2953 1.2790
H -3.0134 1.9084 0.4611
H -2.6541 4.4116 -3.0081
H -4.5121 5.7871 -2.1841
H -1.6913 1.5220 -3.3397
H 0.3755 4.0307 -0.5018
H 2.1744 5.5887 -1.1138
H 2.9925 5.6965 -3.4524
H 1.9705 4.2387 -5.1755
H 0.1488 2.6986 -4.5788
```

Maximum force (eV/A): 1.83
LUMO energy (eV): -2.81
HOMO level (eV): -9.305
Spin multiplicity: 1
Total charge: +1
Energy relative to the best compared isomer or geometry (same formula, charge and spin) (eV): 0.000
Kohn-Sham gap (eV): 6.491

Löwdin population analysis, charges in e, atoms 1 to 4: 1.79 0.17 -0.47 -0.04

Record 3
# C6H12

A molecular structure, C6H12 (wB97M-V/def2-TZVPD, OMol25).

```
18
Properties=species:S:1:pos:R:3
C 0.7927 -1.2127 -1.1702
C -0.6341 -1.4840 -0.6895
C -1.2083 -0.1412 -0.5811
C -1.2597 0.6361 0.6648
C 0.2137 0.8378 0.5492
C 1.0000 0.6967 1.8603
H 0.8443 -0.4765 -1.9790
H 0.9181 -0.2838 -0.2066
H 1.2324 -2.1451 -1.5920
H -0.6161 -2.0180 0.2702
H -1.1810 -2.1023 -1.4136
H -1.5190 0.3120 -1.5301
H -1.5244 0.0308 1.5317
H -1.8386 1.5476 0.6067
H 0.5095 1.7300 0.0067
H 0.6729 1.4850 2.5634
H 2.0831 0.8085 1.7371
H 0.8198 -0.2640 2.3499
```

Maximum force (eV/A): 2.36
LUMO energy (alpha / beta) (eV): 0.61 / 0.61
HOMO level (alpha / beta) (eV): -7.182 / -7.182
Spin multiplicity: 1
Total charge: 0
Energy relative to the best compared isomer or geometry (same formula, charge and spin) (eV): 5.173
Kohn-Sham gap (alpha / beta) (eV): 7.797 / 7.796

natural (NBO) population analysis, charges in e, atoms 1 to 4: -0.61 -0.49 -0.02 -0.48

no.,energy (eV)
1,-49232.634
2,-88765.041
3,-6411.768